(1)
C4H5O4 | wB97M-V/def2-TZVPD

Results
Kohn-Sham gap	8.1	eV
highest occupied orbital energy	-4.200	eV
2S+1	1
charge	-1
E_tot	-456.393550	Eh
energy above the lowest of the compared OMol25 structures with the same formula, charge and spin	50.7	kcal per mole

CARTESIAN COORDINATES (ANGSTROEM)
C1 2.083886 -0.101770 0.834837
C2 -0.616680 -0.650865 0.128375
C3 0.547908 0.358720 0.394846
C4 -1.761109 -0.209561 -0.760733
O1 2.168474 -0.830250 1.812374
O2 2.962321 0.406961 0.072278
O3 -0.514561 0.118168 1.274491
O4 0.556022 1.552779 -0.195278
H1 -0.714518 -1.810938 0.329652
H2 -1.278047 -0.135228 -1.761841
H3 -2.091056 0.786702 -0.469398
H4 -2.625495 -0.884250 -0.795370
H5 1.282854 1.399533 -0.864233

Force components x, y, z for each atom (eV/Å):
-0.89 0.87 -1.20
-0.57 -1.50 0.07
0.49 -3.78 1.37
0.89 0.21 -1.14
0.12 -0.35 0.26
-1.00 -0.41 0.43
0.45 1.11 1.64
0.26 0.94 -2.27
1.14 2.15 -0.38
-0.86 0.03 0.16
0.02 -0.01 -0.06
0.32 0.00 0.07
-0.37 0.73 1.06


(2)
C4H5O5Rb | wB97M-V/def2-TZVPD

Results
Kohn-Sham gap	7.7	eV
highest occupied orbital energy	-8.380	eV
2S+1	1
E_tot	-555.723559	Eh
energy above the lowest of the compared OMol25 structures with the same formula, charge and spin	0.0	kcal per mole

CARTESIAN COORDINATES (ANGSTROEM)
O1 2.229194 0.240262 0.160769
C1 1.982970 -0.724370 -0.588112
O2 2.639755 -1.209592 -1.487883
Rb1 1.731167 2.947330 0.636812
O3 -0.150122 2.269843 -1.301329
O4 0.456923 -1.125753 -0.599568
C2 -0.207169 -1.245376 0.644937
C3 -1.352397 -0.255630 0.753743
O5 -0.881790 1.027810 0.320480
C4 -0.782765 1.259433 -1.012393
H1 -0.627768 -2.259260 0.695039
H2 0.481531 -1.056763 1.479845
H3 -1.700816 -0.173904 1.790644
H4 -2.199961 -0.563620 0.127020
H5 -1.618749 0.869593 -1.620006

Force components x, y, z for each atom (eV/Å):
-0.53 -0.26 0.95
-0.36 1.37 -1.58
-0.99 -0.63 0.84
0.06 -0.63 -0.16
-0.38 -1.71 -0.69
1.03 0.01 0.31
0.73 -0.09 -0.35
-0.16 -0.15 -0.48
-0.06 -0.53 -0.22
-0.50 3.12 1.64
0.13 0.09 0.31
-0.03 -0.18 -0.16
0.10 0.20 -0.29
0.11 0.10 0.03
0.87 -0.72 -0.14


(3)
C4H5OP | wB97M-V/def2-TZVPD

Results
Kohn-Sham gap	9.9	eV
highest occupied orbital energy	-8.938	eV
2S+1	1
E_tot	-571.847883	Eh
energy above the lowest of the compared OMol25 structures with the same formula, charge and spin	74.8	kcal per mole

CARTESIAN COORDINATES (ANGSTROEM)
C1 0.564164 1.402138 -0.944319
C2 1.751993 1.771920 -0.454728
C3 1.462952 0.436397 0.080502
C4 -0.544770 -1.206795 1.028587
O1 1.871250 -0.862655 -0.120899
P1 1.169676 -0.635144 1.460323
H1 -0.368978 1.426069 -1.408198
H2 2.614160 2.501901 -0.360382
H3 -1.173159 -0.302851 1.010753
H4 -0.909734 -1.841138 1.753391
H5 -0.491183 -1.844380 0.053692

Force components x, y, z for each atom (eV/Å):
4.06 -1.64 3.43
0.31 -0.42 -0.20
-2.65 2.53 -1.70
1.06 0.57 -2.35
0.88 -0.14 0.04
-0.16 -0.46 -0.65
-0.95 0.48 -0.82
-1.46 -0.65 -0.51
-0.06 -0.49 -0.52
-0.82 -1.39 1.82
-0.21 1.63 1.46


(4)
C4H5OP | wB97M-V/def2-TZVPD

Results
Kohn-Sham gap	8.7	eV
highest occupied orbital energy	-8.079	eV
2S+1	1
E_tot	-571.825291	Eh
energy above the lowest of the compared OMol25 structures with the same formula, charge and spin	88.9	kcal per mole

CARTESIAN COORDINATES (ANGSTROEM)
C1 0.068996 -0.274725 -1.269272
C2 -0.789792 -1.102070 -0.543132
C3 -0.787204 0.160307 1.576795
C4 0.213590 1.039172 1.480950
O1 -1.085138 -0.875793 0.795177
P1 1.016421 0.798262 -0.144665
H1 0.249578 -0.248936 -2.345019
H2 -1.341332 -1.993706 -0.848235
H3 -1.130867 -0.076751 2.502561
H4 2.344063 0.639331 -0.273102
H5 1.241684 1.934909 -0.932059

Force components x, y, z for each atom (eV/Å):
-0.59 -1.02 2.10
1.13 2.21 0.67
3.25 0.96 -1.15
1.38 0.67 -1.66
-1.23 -3.17 -3.23
-2.82 1.17 -0.20
-0.25 -0.57 0.39
0.17 0.52 -0.32
-1.90 -0.06 2.63
1.62 -1.32 0.66
-0.78 0.61 0.12


(5)
C4H5P | wB97M-V/def2-TZVPD

Results
Kohn-Sham gap	8.9	eV
highest occupied orbital energy	-9.096	eV
2S+1	1
E_tot	-496.535986	Eh
energy above the lowest of the compared OMol25 structures with the same formula, charge and spin	103.3	kcal per mole

CARTESIAN COORDINATES (ANGSTROEM)
C1 -1.060673 -0.416263 -0.439750
C2 2.309933 1.498257 0.617191
C3 1.760139 0.562067 0.093402
C4 -1.733236 -1.511901 -0.864571
P1 -1.374201 0.683491 0.756136
H1 2.423153 2.144149 1.403810
H2 -0.068339 1.240055 1.309763
H3 1.160166 0.063640 -0.627415
H4 -1.862630 -1.740821 -1.922738
H5 -1.554311 -2.522675 -0.325832

Force components x, y, z for each atom (eV/Å):
-2.27 -1.25 1.35
-0.76 -1.80 -0.51
0.59 0.98 -0.86
3.18 -1.29 -0.41
0.85 0.85 0.72
0.87 1.47 1.16
-1.41 -0.80 -1.18
0.25 -0.61 0.02
-0.55 0.53 -0.04
-0.75 1.91 -0.25


(6)
C4H5PS | wB97M-V/def2-TZVPD

Results
Kohn-Sham gap	8.1	eV
highest occupied orbital energy	-8.636	eV
2S+1	1
E_tot	-894.791022	Eh
energy above the lowest of the compared OMol25 structures with the same formula, charge and spin	64.5	kcal per mole

CARTESIAN COORDINATES (ANGSTROEM)
C1 -0.724217 2.370274 -3.225077
C2 0.148960 -0.296313 -0.158824
C3 -0.239326 1.039898 -0.275505
C4 0.225044 -1.194182 0.956328
P1 -0.083986 1.341959 -2.099840
S1 0.691736 -0.819142 -1.683522
H1 -0.680477 2.091110 -4.296867
H2 -0.730333 1.613161 0.491382
H3 -0.742376 -1.794616 1.288923
H4 0.436676 -0.641552 1.890269
H5 1.008515 -1.877486 0.752038

Force components x, y, z for each atom (eV/Å):
0.80 -1.75 1.44
-1.17 3.98 -1.72
-0.16 -1.41 -0.34
-2.05 -0.89 3.30
-0.38 -0.57 0.32
0.18 0.02 -2.06
0.15 0.22 0.65
0.03 0.35 0.00
1.73 1.17 -1.36
0.20 -0.17 -0.42
0.67 -0.94 0.20


(7)
C4H6 | wB97M-V/def2-TZVPD

Results
Kohn-Sham gap	10.6	eV
highest occupied orbital energy	-9.439	eV
2S+1	1
E_tot	-155.896436	Eh
energy above the lowest of the compared OMol25 structures with the same formula, charge and spin	41.6	kcal per mole

CARTESIAN COORDINATES (ANGSTROEM)
C1 -0.386441 -0.018994 -0.034978
C2 -1.659712 -0.108014 0.049080
C3 0.796207 0.823766 -0.008159
C4 1.123791 -0.671373 -0.012408
H1 -2.198084 -1.061596 0.046623
H2 -2.325534 0.793489 -0.262320
H3 1.115381 1.501181 -0.802988
H4 1.069525 1.261023 1.055616
H5 1.379452 -1.195428 0.843836
H6 1.085414 -1.324057 -0.874305

Force components x, y, z for each atom (eV/Å):
4.74 -0.16 1.13
-3.74 0.74 -1.69
1.23 0.80 1.74
-4.20 0.71 -1.47
0.28 0.26 0.25
1.20 -1.40 1.06
-0.15 -0.30 0.03
-0.79 -0.74 -2.25
0.62 -0.46 1.73
0.81 0.54 -0.54


(8)
C4H6 | wB97M-V/def2-TZVPD

Results
Kohn-Sham gap	10.0	eV
highest occupied orbital energy	-9.132	eV
2S+1	1
E_tot	-155.827480	Eh
energy above the lowest of the compared OMol25 structures with the same formula, charge and spin	84.8	kcal per mole

CARTESIAN COORDINATES (ANGSTROEM)
C1 -1.895106 -0.065995 0.007656
C2 -0.587086 0.420045 0.064976
C3 0.694808 -0.353097 0.187472
C4 1.830315 0.163220 -0.045719
H1 -2.678933 0.313584 -0.199238
H2 -2.078654 -0.931847 -0.288000
H3 -0.468419 1.529950 0.426897
H4 0.271428 -1.375232 0.249655
H5 2.255777 0.968406 -0.290224
H6 2.655867 -0.669034 -0.113471

Force components x, y, z for each atom (eV/Å):
13.80 2.09 2.86
-2.41 2.31 2.57
-7.03 -0.54 -0.70
3.26 -8.82 0.94
-9.68 7.03 -1.54
-0.36 -8.68 -1.88
-0.32 -1.81 -1.28
1.95 -0.08 0.23
2.00 7.01 -1.54
-1.21 1.49 0.34


(9)
C4H6 | wB97M-V/def2-TZVPD

Results
Kohn-Sham gap (spin up / spin down)	4.8 / 8.3	eV
highest occupied orbital energy (spin up / spin down)	-3.756 / -11.466	eV
2S+1	3
E_tot	-155.671518	Eh
⟨S²⟩	2.01
energy above the lowest of the compared OMol25 structures with the same formula, charge and spin	79.2	kcal per mole

CARTESIAN COORDINATES (ANGSTROEM)
C1 -0.404991 0.704951 0.846583
C2 0.520063 -0.070939 -1.094803
C3 -0.676926 -0.336891 -0.221257
C4 0.682453 -0.198761 0.419428
H1 -0.606702 1.680027 0.593176
H2 -0.852337 0.465527 1.736209
H3 1.062470 -0.835022 -1.658256
H4 0.775110 0.939253 -1.392336
H5 -1.285765 -1.544359 0.127544
H6 1.089097 -0.984630 1.005933

Force components x, y, z for each atom (eV/Å):
1.26 -2.90 -0.75
0.84 -0.99 1.52
-3.36 -0.52 -2.75
1.45 2.61 0.40
0.51 2.42 -1.17
-1.08 -0.72 2.37
-0.90 -0.04 -0.13
-0.06 0.43 -0.03
0.69 0.38 0.05
0.65 -0.67 0.50


(10)
C4H6AlBr2O3 | wB97M-V/def2-TZVPD

Results
Kohn-Sham gap	3.7	eV
highest occupied orbital energy	-22.552	eV
2S+1	1
charge	+3
E_tot	-5770.736885	Eh

CARTESIAN COORDINATES (ANGSTROEM)
C1 -1.469930 0.929995 0.940883
C2 -0.789226 -0.463857 0.729585
Br1 -1.719286 -1.445555 -0.618320
C3 0.650751 -0.422933 0.313129
Br2 1.463081 -2.259576 0.497561
O1 0.900180 -0.133539 -1.046623
C4 1.170163 1.192537 -1.284638
O2 1.619064 1.865537 -0.378847
O3 1.038813 1.596427 -2.507738
H1 -1.365467 1.183327 2.000705
H2 -1.029053 1.696307 0.300563
H3 -2.543523 0.886533 0.729098
H4 -0.913002 -1.040466 1.656431
H5 1.267099 0.209358 0.983208
H6 0.145909 1.541463 -2.898402
Al1 1.574426 -5.335560 0.583405

Force components x, y, z for each atom (eV/Å):
-0.50 -0.02 0.13
0.13 0.12 -0.17
-0.05 -0.05 0.05
1.28 -0.62 -0.24
-0.49 1.26 0.08
-1.33 0.30 0.03
0.78 0.39 -0.03
-0.43 -0.41 -0.09
0.04 0.04 0.44
0.09 -0.03 -0.09
0.06 -0.12 -0.11
0.04 0.09 0.05
0.01 0.07 0.06
0.08 0.04 0.11
0.14 -0.18 -0.22
0.16 -0.87 0.00